An isolated ion of composition C5H8F2IN2O and charge +1 at a distorted geometry. Source: the Open Molecules 2025 dataset; level of theory: wB97M-V/def2-TZVPD.

The lowest unoccupied orbital energy comes out at -5.869 eV. The energy above the lowest of the compared OMol25 structures with the same formula, charge and spin is 71.8 kcal/mol.

The geometry in ORCA input format:
```
! RIJCOSX wB97M-V def2-TZVPD def2/J DEFGRID3
* xyz 1 1
C -0.759 -0.872 1.442
C 0.620 -0.752 0.950
C 1.444 0.407 -0.863
C -0.696 1.428 -1.760
C 0.758 1.055 -2.091
N -1.680 -0.103 0.818
N -1.012 -1.462 2.560
O 0.737 -0.701 -0.423
F 1.396 2.236 -2.242
F 0.855 0.257 -3.189
I -1.941 -0.107 -1.576
H 0.920 0.214 1.279
H 1.178 -1.633 1.226
H 2.446 -0.022 -1.190
H 1.495 1.261 -0.087
H -1.064 2.390 -2.039
H -2.469 -0.002 1.369
H -0.312 -2.097 2.856
H -1.914 -1.499 2.961
*
```

An isolated molecule of C3H6OS at a distorted geometry. Source: the Open Molecules 2025 dataset; level of theory: wB97M-V/def2-TZVPD.

As for the SMILES: O=CCCS. The lowest unoccupied orbital energy comes out at 0.697 eV. The energy above the lowest of the compared OMol25 structures with the same formula, charge and spin is 40.3 kcal/mol.

The geometry in ORCA input format:
```
! RIJCOSX wB97M-V def2-TZVPD def2/J DEFGRID3
* xyz 0 1
O 2.101 -1.844 0.403
C 0.966 -1.653 0.747
C -0.137 -0.848 0.083
C -0.166 0.701 0.335
S -1.255 1.548 -0.711
H 0.616 -2.045 1.673
H -1.176 -1.101 -0.011
H 0.077 -0.918 -1.071
H -0.380 0.953 1.505
H 0.717 1.283 0.209
H -0.562 2.617 -1.140
*
```

An isolated molecule of C6H15N at a distorted geometry. Source: the Open Molecules 2025 dataset; level of theory: wB97M-V/def2-TZVPD.

As for the SMILES: CCCC[C@H](C)N. The lowest unoccupied orbital energy comes out at 1.103 eV. The energy above the lowest of the compared OMol25 structures with the same formula, charge and spin is 14.5 kcal/mol.

The geometry in ORCA input format:
```
! RIJCOSX wB97M-V def2-TZVPD def2/J DEFGRID3
* xyz 0 1
C -0.058 2.778 -0.671
C -0.684 1.674 -1.590
C -0.385 0.204 -1.203
C 0.088 -0.031 0.235
C -0.116 -1.463 0.704
C 0.376 -1.675 2.126
N 0.521 -2.364 -0.260
H 0.324 3.592 -1.287
H -0.754 3.117 0.099
H 0.843 2.450 -0.170
H -1.760 1.859 -1.563
H -0.250 1.861 -2.572
H -1.294 -0.341 -1.403
H 0.358 -0.224 -1.882
H 1.136 0.272 0.334
H -0.450 0.652 0.888
H -1.183 -1.623 0.700
H -0.356 -1.368 2.884
H 1.228 -1.028 2.387
H 0.620 -2.705 2.403
H 1.531 -2.313 -0.104
H 0.266 -3.323 -0.055
*
```

C2H5N3O as an isolated structure at a distorted geometry. Source: the Open Molecules 2025 dataset; level of theory: wB97M-V/def2-TZVPD.

The lowest unoccupied orbital energy comes out at -0.151 eV. The energy above the lowest of the compared OMol25 structures with the same formula, charge and spin is 218.5 kcal/mol.

The geometry in ORCA input format:
```
! RIJCOSX wB97M-V def2-TZVPD def2/J DEFGRID3
* xyz 0 1
C -0.423 0.342 -0.271
C 1.033 0.378 0.094
H -2.829 0.745 -0.651
H -3.247 -0.861 0.969
H -0.824 1.274 -0.670
H 1.405 1.346 0.979
H 3.720 -1.111 -0.115
N -2.586 -0.517 -0.151
N -1.195 -0.638 0.246
N 1.782 -0.620 -0.619
O 3.164 -0.337 0.190
*
```

A 2-piece molecular cluster, C10H16 overall at a distorted geometry. Source: the Open Molecules 2025 dataset; level of theory: wB97M-V/def2-TZVPD.

As for the SMILES: Cc1ccccc1.CCC. The lowest unoccupied orbital energy comes out at 1.002 eV. The energy above the lowest of the compared OMol25 structures with the same formula, charge and spin is 51.6 kcal/mol.

The geometry in ORCA input format:
```
! RIJCOSX wB97M-V def2-TZVPD def2/J DEFGRID3
* xyz 0 1
C -0.983 -0.246 2.856
C -1.547 -0.842 1.576
C -2.531 -0.283 0.861
C -2.973 -0.895 -0.320
C -2.625 -2.181 -0.701
C -1.776 -2.875 0.261
C -1.082 -2.229 1.301
H -1.304 0.823 2.978
H 0.074 -0.247 2.895
H -1.389 -0.577 3.686
H -3.202 0.444 1.210
H -3.613 -0.435 -1.020
H -2.674 -2.584 -1.639
H -1.615 -3.936 0.053
H -0.553 -2.764 2.146
C 1.831 1.111 -0.558
C 3.160 1.666 -1.265
C 2.786 2.255 -2.588
H 1.219 0.499 -1.151
H 2.064 0.574 0.354
H 1.266 2.062 -0.391
H 3.657 2.345 -0.522
H 3.973 0.898 -1.295
H 3.366 3.127 -2.886
H 2.684 1.541 -3.444
H 1.790 2.750 -2.396
*
```

An isolated ion of composition C3H9N2O and charge +1 at a distorted geometry. Source: the Open Molecules 2025 dataset; level of theory: wB97M-V/def2-TZVPD.

As for the SMILES: C[NH2+]O[C@H]1CN1. The lowest unoccupied orbital energy comes out at -3.186 eV. The energy above the lowest of the compared OMol25 structures with the same formula, charge and spin is 129.7 kcal/mol.

The geometry in ORCA input format:
```
! RIJCOSX wB97M-V def2-TZVPD def2/J DEFGRID3
* xyz 1 1
C 1.129 -1.835 -0.567
N 0.304 -0.687 -0.842
O -0.885 -0.707 -0.321
C -1.346 0.639 0.567
C -0.254 1.482 1.206
N -0.837 1.794 -0.115
H 0.713 -2.773 -0.945
H 2.187 -1.679 -1.026
H 1.186 -2.024 0.559
H 0.809 0.207 -0.430
H 0.338 -0.650 -1.885
H -2.399 0.570 0.807
H -0.272 1.947 2.164
H 0.755 1.137 1.042
H -1.428 2.580 -0.216
*
```

A 14-piece molecular cluster, C52H142N10O20 overall at a distorted geometry. Source: the Open Molecules 2025 dataset; level of theory: wB97M-V/def2-TZVPD.

The expectation value of S² is 0.754. The lowest unoccupied orbital energy (spin up / spin down) comes out at -2.734 / -8.249 eV.

The geometry in ORCA input format:
```
! RIJCOSX wB97M-V def2-TZVPD def2/J DEFGRID3
* xyz 1 2
C 24.754 -7.183 6.527
O 24.932 -6.185 5.456
C 23.650 -5.629 4.954
C 23.754 -4.511 3.883
N 24.366 -5.158 2.698
C 24.536 -4.284 1.544
C 25.509 -5.007 0.668
O 26.711 -5.181 1.281
C 27.704 -5.938 0.544
H 24.434 -6.723 7.462
H 25.658 -7.736 6.780
H 24.039 -7.947 6.223
H 23.111 -5.148 5.770
H 23.070 -6.486 4.613
H 24.350 -3.639 4.150
H 22.736 -4.191 3.659
H 25.326 -5.360 2.938
H 24.983 -3.332 1.830
H 23.567 -4.041 1.108
H 25.520 -4.509 -0.301
H 25.143 -6.010 0.447
H 28.561 -6.069 1.205
H 27.974 -5.447 -0.391
H 27.269 -6.890 0.239
C 19.355 2.896 -3.205
O 19.600 4.121 -3.885
C 19.447 3.986 -5.238
C 19.738 5.365 -5.883
N 19.576 5.406 -7.336
C 19.961 6.701 -7.820
C 19.897 6.700 -9.361
O 18.550 6.290 -9.822
C 17.516 7.244 -9.622
H 18.685 2.215 -3.729
H 19.054 3.020 -2.164
H 20.252 2.307 -3.015
H 18.390 3.752 -5.365
H 19.965 3.121 -5.652
H 20.749 5.701 -5.653
H 19.083 6.086 -5.394
H 18.590 5.266 -7.507
H 20.924 6.915 -7.356
H 19.319 7.466 -7.383
H 20.599 6.007 -9.824
H 20.157 7.698 -9.716
H 17.732 8.212 -10.075
H 17.404 7.560 -8.585
H 16.529 6.872 -9.894
C 15.864 -4.175 -2.213
C 15.436 -2.936 -1.561
O 15.507 -1.766 -2.368
O 15.017 -4.495 -3.307
H 15.969 -4.971 -1.475
H 16.885 -4.008 -2.557
H 15.898 -2.813 -0.581
H 14.378 -3.096 -1.352
H 15.672 -1.992 -3.286
H 14.961 -3.717 -3.867
C 27.269 -2.739 -2.778
C 27.146 -4.151 -3.427
O 28.239 -4.928 -2.972
O 26.159 -1.911 -2.961
H 28.156 -2.311 -3.244
H 27.605 -2.763 -1.741
H 27.177 -4.002 -4.506
H 26.213 -4.584 -3.067
H 28.893 -4.933 -3.675
H 26.108 -1.305 -2.218
C 22.109 -7.176 -3.584
C 21.586 -8.475 -2.995
O 21.165 -8.200 -1.654
O 21.048 -6.358 -4.105
H 22.810 -7.367 -4.396
H 22.783 -6.679 -2.888
H 22.411 -9.186 -3.033
H 20.799 -8.930 -3.596
H 21.880 -8.535 -1.108
H 21.164 -6.490 -5.049
C 17.989 -4.858 -6.351
C 16.431 -4.937 -6.678
O 15.947 -3.967 -7.558
O 18.792 -5.156 -7.441
H 18.314 -5.410 -5.469
H 18.164 -3.795 -6.185
H 15.867 -4.875 -5.748
H 16.281 -5.887 -7.192
H 16.455 -4.038 -8.370
H 18.382 -4.754 -8.210
C 23.873 -1.111 -0.187
C 24.161 0.051 -1.179
C 23.445 1.357 -0.854
O 22.059 1.088 -0.682
C 21.347 2.145 -0.061
N 25.595 0.175 -1.124
H 22.816 -1.368 -0.120
H 24.227 -0.811 0.799
H 24.440 -2.010 -0.431
H 23.916 -0.194 -2.213
H 23.598 2.179 -1.553
H 23.880 1.726 0.075
H 20.336 1.858 0.228
H 21.202 2.970 -0.759
H 21.875 2.661 0.740
H 25.885 0.938 -1.719
H 25.809 0.566 -0.218
C 18.097 -0.201 -0.333
C 17.027 -0.027 0.714
C 17.351 1.135 1.677
O 18.275 0.710 2.609
C 18.641 1.642 3.629
N 15.820 0.205 0.026
H 19.072 -0.376 0.122
H 18.195 0.675 -0.974
H 17.838 -1.083 -0.919
H 16.858 -0.951 1.267
H 16.509 1.469 2.284
H 17.708 2.024 1.158
H 17.778 1.843 4.263
H 18.938 2.589 3.178
H 19.492 1.275 4.204
H 15.668 1.121 -0.373
H 15.788 -0.297 -0.850
C 19.884 -2.453 -9.041
C 18.813 -2.525 -10.154
C 18.351 -3.952 -10.573
O 17.435 -4.554 -9.625
C 16.596 -5.634 -10.180
N 17.707 -1.702 -9.781
H 19.380 -2.603 -8.086
H 20.404 -1.497 -8.980
H 20.563 -3.303 -9.110
H 19.312 -2.010 -10.975
H 19.210 -4.608 -10.718
H 17.969 -3.984 -11.594
H 15.750 -5.813 -9.517
H 17.105 -6.595 -10.251
H 16.268 -5.350 -11.179
H 17.156 -1.418 -10.579
H 17.066 -2.270 -9.246
C 19.961 -0.544 -4.093
C 19.991 -1.976 -4.646
C 21.363 -2.653 -4.482
O 21.719 -2.719 -3.074
C 23.057 -3.070 -2.890
N 18.962 -2.710 -3.932
H 20.738 0.012 -4.618
H 20.273 -0.488 -3.050
H 18.988 -0.072 -4.232
H 19.775 -1.994 -5.715
H 22.061 -2.181 -5.174
H 21.389 -3.639 -4.946
H 23.781 -2.332 -3.234
H 23.220 -3.902 -3.575
H 23.304 -3.459 -1.902
H 19.263 -3.478 -3.349
H 18.550 -2.045 -3.293
C 22.816 -4.939 -7.119
C 22.204 -6.267 -7.697
C 23.317 -7.317 -7.923
O 22.802 -8.357 -8.776
C 23.794 -9.236 -9.292
N 21.164 -6.750 -6.852
H 23.732 -4.761 -7.681
H 22.941 -5.000 -6.038
H 22.247 -4.073 -7.456
H 21.798 -6.080 -8.691
H 23.623 -7.672 -6.939
H 24.204 -6.882 -8.383
H 24.227 -9.876 -8.524
H 24.578 -8.640 -9.759
H 23.347 -9.810 -10.103
H 20.783 -7.568 -7.304
H 20.402 -6.087 -6.869
C 24.005 -1.418 -7.320
C 25.111 -0.848 -6.479
C 24.602 0.049 -5.293
O 23.600 0.976 -5.836
C 23.211 1.851 -4.811
N 25.897 -1.960 -5.959
H 24.480 -1.959 -8.138
H 23.414 -0.620 -7.769
H 23.333 -2.111 -6.814
H 25.790 -0.285 -7.119
H 25.429 0.569 -4.809
H 24.169 -0.563 -4.502
H 23.912 2.667 -4.636
H 23.126 1.268 -3.894
H 22.250 2.237 -5.153
H 26.073 -1.835 -4.972
H 25.277 -2.754 -6.046
C 16.991 -0.419 -6.384
C 15.886 -0.836 -5.437
C 14.457 -0.653 -5.897
O 14.131 0.720 -5.853
C 12.706 0.998 -5.630
N 16.147 -2.218 -5.085
H 17.922 -0.954 -6.198
H 17.151 0.650 -6.244
H 16.703 -0.691 -7.400
H 15.899 -0.194 -4.555
H 13.851 -1.185 -5.163
H 14.368 -1.083 -6.895
H 12.070 0.330 -6.211
H 12.409 2.039 -5.758
H 12.515 0.800 -4.575
H 17.099 -2.286 -4.756
H 16.018 -2.777 -5.915
C 20.132 -3.323 0.097
C 20.413 -4.741 -0.456
C 19.465 -5.737 0.142
O 19.382 -5.930 1.571
C 20.574 -6.273 2.246
N 20.133 -4.537 -1.913
H 20.803 -2.640 -0.424
H 20.396 -3.255 1.153
H 19.120 -2.918 0.099
H 21.441 -5.096 -0.380
H 19.755 -6.706 -0.263
H 18.419 -5.538 -0.087
H 20.957 -7.264 2.003
H 20.434 -6.147 3.320
H 21.317 -5.540 1.934
H 20.872 -3.905 -2.184
H 20.351 -5.424 -2.344
*
```

C41H32Cl4N4O6V as an isolated structure at a distorted geometry. Source: the Open Molecules 2025 dataset; level of theory: wB97M-V/def2-TZVPD.

The expectation value of S² is 3.777. The lowest unoccupied orbital energy (spin up / spin down) comes out at 3.981 / 3.978 eV. The energy above the lowest of the compared OMol25 structures with the same formula, charge and spin is 57.4 kcal/mol.

The geometry in ORCA input format:
```
! RIJCOSX wB97M-V def2-TZVPD def2/J DEFGRID3
* xyz -2 4
V -0.015 -0.231 0.853
Cl -3.167 -2.851 6.371
C -2.703 -1.807 5.052
C -3.214 -0.530 4.963
Cl -4.344 0.055 6.157
C -2.797 0.311 3.906
Cl -3.433 1.927 3.749
C -1.866 -0.099 2.960
O -1.382 0.674 2.019
C -1.365 -1.452 3.022
O -0.524 -1.823 2.095
C -1.791 -2.262 4.072
Cl -1.121 -3.873 4.147
C 1.858 0.574 4.748
C 2.178 1.943 4.611
C 1.986 2.561 3.407
C 1.473 1.828 2.310
N 1.154 0.492 2.457
C 1.351 -0.085 3.649
C 1.305 2.345 1.000
C 1.540 3.685 0.603
C 1.497 4.014 -0.716
C 1.265 3.001 -1.690
C 0.973 1.740 -1.242
N 0.917 1.407 0.058
H 1.994 0.047 5.683
H 2.574 2.499 5.452
H 2.231 3.610 3.280
H 1.090 -1.135 3.705
H 1.743 4.440 1.352
H 1.641 5.044 -1.026
H 1.288 3.213 -2.752
H 0.770 0.931 -1.937
C -2.706 -3.112 -2.670
C -1.859 -2.803 -1.442
O -2.357 -2.211 -0.526
C -0.441 -3.308 -1.462
C -0.200 -4.497 -2.149
C 1.058 -5.063 -2.275
C 2.131 -4.384 -1.717
C 1.931 -3.192 -1.049
C 0.654 -2.625 -0.876
O 0.583 -1.467 -0.245
H -3.580 -2.463 -2.638
H -3.044 -4.154 -2.651
H -2.141 -2.928 -3.587
H -1.045 -5.016 -2.587
H 1.196 -6.000 -2.803
H 3.135 -4.785 -1.808
H 2.767 -2.652 -0.631
C -5.223 4.555 -3.799
C -4.344 3.439 -3.287
C -4.507 2.923 -2.012
C -3.701 1.895 -1.514
C -3.964 1.416 -0.099
C -2.694 1.358 -2.340
C -2.527 1.860 -3.646
C -1.468 1.344 -4.600
C -3.351 2.893 -4.090
C -1.759 0.279 -1.801
O -1.357 -0.602 -2.581
O -1.492 0.431 -0.568
H -5.796 5.007 -2.988
H -5.933 4.188 -4.547
H -4.624 5.337 -4.274
H -5.282 3.332 -1.368
H -4.953 1.748 0.229
H -3.212 1.801 0.591
H -3.895 0.333 -0.013
H -0.467 1.430 -4.166
H -1.498 1.916 -5.533
H -1.611 0.286 -4.810
H -3.213 3.280 -5.099
N 5.054 -2.501 2.359
C 3.704 -2.277 2.525
N 3.200 -1.489 1.638
C 4.271 -1.148 0.814
C 4.292 -0.325 -0.307
C 5.500 -0.156 -0.959
C 6.675 -0.783 -0.504
C 6.670 -1.606 0.605
C 5.446 -1.777 1.248
H 5.622 -3.103 2.921
H 3.145 -2.735 3.335
H 3.374 0.148 -0.645
H 5.542 0.472 -1.840
H 7.609 -0.614 -1.030
H 7.578 -2.086 0.954
*
```